Entry 1:
8 unconnected molecules or ions with the total composition C30H50O19S. Source: the Open Molecules 2025 dataset; level of theory: the ωB97M-V functional and the def2-TZVPD basis.

Calculated values
Frontier orbital gap = 9.0 eV
HOMO energy = -9.52 eV
SMILES string = C[C@H]1COC(=O)O1.C[C@H]1COC(=O)O1.C[C@H]1COC(=O)O1.C[C@H]1COC(=O)O1.C[C@H]1COC(=O)O1.O=S1(=O)CCCC1.CC(C)=O.CC(C)=O
Relative energy (zero: lowest compared OMol25 entry of this formula, charge and spin) = 97.05 kJ/mol

Geometry as ORCA input:
```
! wB97M-V def2-TZVPD RIJCOSX def2/J DEFGRID3
* xyz 0 1
C -1.91865 -4.81378 -10.87263
C -2.81425 -5.52412 -11.86233
C -4.09126 -4.72518 -12.21417
O -3.66554 -4.04683 -13.37555
C -2.71277 -4.80310 -14.01279
O -2.42304 -4.65574 -15.14765
O -2.20805 -5.68564 -13.13601
H -1.40884 -3.90290 -11.18112
H -1.17123 -5.49976 -10.47317
H -2.48902 -4.51473 -9.98912
H -3.10592 -6.51436 -11.50398
H -4.32523 -3.90725 -11.53098
H -4.91616 -5.43719 -12.32788
C -2.04612 -9.77503 -5.93093
C -2.44446 -8.32381 -5.62420
C -1.23080 -7.36448 -5.47736
O -1.43157 -6.42480 -6.58837
C -2.65982 -6.59165 -7.06113
O -3.20462 -5.87198 -7.84383
O -3.10661 -7.83704 -6.79957
H -1.35134 -10.10571 -5.15898
H -1.72781 -10.02378 -6.93867
H -2.96888 -10.34861 -5.79978
H -3.08925 -8.16190 -4.76288
H -0.25859 -7.78888 -5.72264
H -1.15746 -6.79827 -4.55377
C -4.16070 -11.38955 -13.91312
C -4.37316 -9.93093 -13.49758
C -3.21800 -8.96989 -13.70283
O -3.73544 -7.96956 -14.56010
C -5.08558 -8.10849 -14.67572
O -5.82444 -7.26317 -15.00750
O -5.43853 -9.36733 -14.26446
H -4.11593 -11.53816 -14.98828
H -4.91829 -12.03175 -13.46499
H -3.23055 -11.73166 -13.44776
H -4.70136 -9.89832 -12.45624
H -2.32899 -9.41640 -14.14874
H -2.94639 -8.46432 -12.77312
C 3.59503 -9.74993 -7.65511
C 2.59354 -9.18455 -6.67322
C 2.29667 -10.08046 -5.46089
O 2.70249 -9.26179 -4.36656
C 3.01732 -8.02005 -4.75550
O 3.30608 -7.14390 -4.01399
O 3.03804 -7.95632 -6.10920
H 3.60638 -9.24980 -8.62209
H 3.35755 -10.78027 -7.92994
H 4.55500 -9.78650 -7.13975
H 1.57684 -8.94909 -7.01497
H 2.98310 -10.93309 -5.46523
H 1.30746 -10.52875 -5.40196
C -1.81057 -14.89865 -9.87351
C -1.07983 -13.58131 -9.68413
C -1.78182 -12.52776 -8.82703
O -0.63299 -11.80633 -8.35921
C 0.43175 -12.64571 -8.31199
O 1.44340 -12.37587 -7.75897
O 0.09087 -13.81705 -8.87244
H -2.46932 -15.13181 -9.03147
H -1.07913 -15.69890 -9.95164
H -2.53956 -14.91347 -10.68463
H -0.60282 -13.15316 -10.57194
H -2.34018 -12.99629 -8.01619
H -2.42500 -11.86584 -9.40181
C 5.61645 -8.94581 -12.65757
C 5.10074 -7.70953 -13.37121
O 5.87836 -6.84094 -13.66792
C 3.66613 -7.78899 -13.86913
H 6.55725 -9.42337 -12.91894
H 4.85752 -9.71858 -12.49810
H 5.78039 -8.68258 -11.60071
H 3.45792 -7.07283 -14.65947
H 2.97913 -7.61990 -13.03769
H 3.55563 -8.80489 -14.24868
C -0.15359 -7.77319 -9.31780
C 0.83632 -8.40067 -10.27828
O 1.92267 -7.91298 -10.47399
C 0.28555 -9.56243 -11.13083
H -1.12894 -7.95493 -9.77006
H 0.11265 -6.71940 -9.27589
H -0.15576 -8.17326 -8.30425
H -0.58132 -9.14607 -11.64612
H 0.05273 -10.33640 -10.40161
H 1.02767 -9.71884 -11.91085
C 1.27084 -3.50766 -9.72285
C 2.36008 -4.50345 -10.22191
C 3.19989 -3.83770 -11.30723
S 2.02293 -2.81675 -12.25999
O 1.36186 -3.68790 -13.22106
O 2.48724 -1.51019 -12.65879
C 0.98610 -2.48296 -10.79980
H 1.68799 -3.04947 -8.82836
H 0.42293 -4.11236 -9.39665
H 1.94888 -5.47294 -10.49485
H 3.02476 -4.67690 -9.37462
H 3.70051 -4.41480 -12.08582
H 3.97287 -3.18425 -10.90013
H 0.00064 -2.17616 -11.15044
H 1.31537 -1.57738 -10.28467
*
```

Löwdin population analysis, charges in e, atoms 1 to 2: -0.01 -0.30

Entry 2:
3 unconnected molecules or ions with the total composition C17H27ClF9O9P. Source: the Open Molecules 2025 dataset; level of theory: the ωB97M-V functional and the def2-TZVPD basis.

Calculated values
Frontier orbital gap = 9.8 eV
HOMO energy = -9.63 eV
SMILES string = CC(=O)OCO[P@](=O)(OCC(=O)Cl)OC(F)(F)C(F)(F)C(F)(F)C(F)(F)F.CCOCC.CCOCC
Relative energy (zero: lowest compared OMol25 entry of this formula, charge and spin) = 50.24 kJ/mol

Geometry as ORCA input:
```
! wB97M-V def2-TZVPD RIJCOSX def2/J DEFGRID3
* xyz 0 1
C -4.82744 0.03288 -1.99896
C -3.47999 -0.59982 -1.82448
O -2.61277 -0.44940 -2.65882
O -3.31353 -1.34618 -0.72573
C -1.96958 -1.76520 -0.52217
O -1.97753 -2.39649 0.75003
P -0.55253 -2.60363 1.45156
O -0.53762 -3.84975 2.18918
O -0.31684 -1.29790 2.30244
C -0.53968 -1.45098 3.70292
C 0.14940 -0.29578 4.41479
O 1.10202 -0.46771 5.13456
Cl -0.50020 1.33658 4.19989
O 0.52081 -2.63741 0.22319
C 1.86240 -2.69658 0.57139
F 2.29503 -3.90048 0.21924
F 2.07540 -2.57306 1.87392
C 2.70447 -1.65135 -0.26861
F 2.02052 -1.32118 -1.35635
F 3.80004 -2.28279 -0.69850
C 3.20467 -0.40829 0.50034
F 4.06653 -0.74932 1.44902
F 3.89572 0.31320 -0.39793
C 2.09796 0.53830 1.08078
F 2.49160 1.80003 0.92675
F 1.97875 0.33044 2.38303
F 0.94357 0.40744 0.44756
H -5.18219 0.49356 -1.08653
H -5.52908 -0.69375 -2.38958
H -4.70400 0.81476 -2.73054
H -1.69607 -2.44646 -1.31554
H -1.33811 -0.88381 -0.53710
H -0.12137 -2.35312 4.12384
H -1.59491 -1.39419 3.95414
C 0.43273 6.01353 2.00943
C -0.77926 5.42449 2.71128
O -0.56561 5.13110 4.07897
C -0.21431 6.22365 4.90787
C -1.25526 7.32958 4.94610
H 1.28552 5.33831 2.09178
H 0.21454 6.17572 0.95345
H 0.72859 6.97162 2.43858
H -1.03719 4.47430 2.24232
H -1.65121 6.07758 2.59236
H 0.76427 6.62218 4.61773
H -0.09523 5.80823 5.90840
H -1.40667 7.78475 3.96655
H -0.94296 8.11566 5.63415
H -2.21660 6.93602 5.27911
C 0.69508 -2.71658 -3.72510
C 0.23903 -4.12981 -4.04885
O -0.36316 -4.26598 -5.32290
C 0.44504 -3.92464 -6.43263
C 1.71395 -4.75193 -6.55118
H -0.14020 -2.02401 -3.78772
H 1.10577 -2.68157 -2.72517
H 1.46553 -2.36879 -4.41600
H -0.52265 -4.43587 -3.32928
H 1.06813 -4.83890 -3.94220
H 0.68053 -2.85445 -6.41678
H -0.17627 -4.09194 -7.31262
H 2.37537 -4.61301 -5.69518
H 2.26535 -4.46793 -7.44814
H 1.47172 -5.81385 -6.61204
*
```

Löwdin population analysis, charges in e, atoms 1 to 2: 0.03 -0.52

Look up the frontier orbital gap of the first one.
9.0 eV

relative energy (zero: lowest compared OMol25 entry of this formula, charge and spin) of number 2 (C17H27ClF9O9P)?
50.24 kJ/mol